# 1
C5H4Cl4 | ωB97M-V/def2-TZVPD

Each line ends with the natural charge from an NBO analysis.
Positions of all 13 atoms, in Å:
Cl 0.345955 2.186610 1.804795  0.040
Cl -2.293832 1.763898 2.126116  0.098
Cl -2.627093 -0.601548 0.285669  0.040
Cl 0.587161 -2.147738 0.775461  0.033
C -0.971547 1.109979 1.376208  -0.111
C -1.030994 0.005374 0.618568  -0.075
C 0.458070 -0.723758 -1.487815  -0.410
C 1.275182 0.066348 -0.520437  -0.411
C 0.151764 -0.712691 0.002212  -0.139
H -0.210042 -0.183467 -2.133257  0.224
H 0.821317 -1.560567 -2.120039  0.241
H 2.210495 -0.359352 -0.171810  0.233
H 1.283565 1.156913 -0.555672  0.237

Force components x, y, z for each atom (eV/Å):
0.7 -1.1 -0.6
-2.2 0.5 0.7
0.4 -0.4 0.0
0.3 -1.8 1.4
1.1 0.1 -0.2
0.6 0.2 -0.5
-0.3 0.1 -0.9
1.6 0.6 -0.2
-1.7 1.3 -0.8
-0.3 0.6 0.2
0.0 0.1 1.4
0.2 0.2 -0.4
-0.3 -0.4 0.0

Values from the calculation:
Lowest unoccupied orbital energy (eV): 0.64
Orbital gap (eV): 10.2
Electronic energy (Eh): -2033.62114
Net charge: 0

# 2
C10H15NO2 | ωB97M-V/def2-TZVPD

Each line ends with the natural charge from an NBO analysis.
Positions of all 28 atoms, in Å:
C -3.180644 1.506694 0.168589  0.399
C -2.130463 0.532675 0.344138  0.080
C -1.792725 -1.737624 0.099206  0.795
C -0.684493 0.907914 0.719815  -0.450
C -0.398774 -1.355149 -0.377399  -0.337
C 0.298797 -0.275995 0.470067  -0.214
C -0.713258 -0.887356 -1.875027  -0.641
C 2.267310 1.105706 1.156730  -0.596
C 2.749857 -0.959299 -0.091971  -0.614
C 1.681606 0.176344 0.047013  -0.193
N -3.930940 2.358742 -0.236364  -0.603
O -2.122989 -2.896464 0.174643  -0.563
O -2.605305 -0.730868 0.379974  -0.469
H -0.474092 1.711453 0.020363  0.228
H -0.479654 1.259810 1.836061  0.225
H 0.331592 -2.079571 -0.556830  0.241
H 0.214128 -0.864353 1.497738  0.215
H 0.113048 -0.211481 -2.326175  0.212
H -1.558985 -0.193484 -2.033261  0.223
H -0.941869 -1.692782 -2.594930  0.230
H 2.390465 0.435375 2.088737  0.206
H 1.639440 1.865149 1.327405  0.193
H 3.215271 1.661234 0.720699  0.209
H 2.703532 -1.549480 0.921178  0.213
H 3.600822 -0.432347 -0.385040  0.215
H 2.399827 -1.512491 -0.969570  0.204
H 1.758519 0.839480 -0.936161  0.208
H -4.350010 3.018179 0.410376  0.384

Force components x, y, z for each atom (eV/Å):
4.8 -3.7 0.9
-3.0 5.0 0.0
2.2 -2.2 0.0
-0.1 0.1 1.0
-1.1 3.0 -2.8
-2.4 -1.1 1.7
0.9 1.9 -1.2
3.1 -2.6 -1.2
-3.8 -0.5 0.9
2.0 1.3 -0.1
-0.1 0.9 -0.6
-0.6 0.8 0.1
-1.0 -1.3 0.7
0.4 0.4 0.2
-1.0 -0.5 -2.3
0.3 -2.1 0.5
1.4 1.3 -1.5
-0.8 -1.5 0.8
0.0 -0.3 0.8
0.5 0.0 0.6
0.3 1.5 -1.3
-2.5 2.8 1.1
-1.4 -1.6 1.3
0.7 0.9 -2.2
2.0 0.2 0.2
0.5 -0.7 0.4
-0.9 -1.5 1.7
-0.4 -0.3 0.3

Values from the calculation:
Lowest unoccupied orbital energy (eV): 0.65
SMILES: CC(C)[C@H]1CC(=C=N)OC(=O)[C@H]1C
Orbital gap (eV): 8.7
Electronic energy (Eh): -595.13796
Net charge: 0

# 3
C39H46P2Zn | ωB97M-V/def2-TZVPD

Each line ends with the Mulliken charge.
Positions of all 88 atoms, in Å:
Zn -0.758638 2.175812 -1.348746  -0.031
C -1.802053 1.935541 -3.260101  -0.778
C -1.854499 0.556222 -3.134751  -0.144
C -0.770602 -0.392368 -3.575997  -0.766
C 0.644346 0.233098 -3.348826  -1.515
C 0.704764 1.396832 -2.394605  1.637
C 0.590547 2.794003 -2.709787  -0.279
C 0.018976 3.398779 -3.974436  -0.877
C -1.103648 2.503491 -4.495920  -1.072
C 1.941586 -0.967117 2.731121  -1.098
H -2.543708 2.613827 -2.815532  1.038
H -2.768366 0.054796 -2.813522  0.845
H -0.869900 -0.771304 -4.620884  0.402
H -0.854361 -1.294486 -2.918367  0.067
H 1.242016 -0.571488 -2.882247  0.323
H 1.189184 0.433630 -4.299926  0.440
H 1.314501 1.111771 -1.545610  -0.564
H 1.415890 3.392838 -2.311715  0.460
H 0.787736 3.532478 -4.746240  0.386
H -0.448127 4.372556 -3.736700  0.337
H -1.852605 3.097655 -5.028923  0.459
H -0.782679 1.774598 -5.250690  0.306
H 1.073238 -0.319457 2.911979  -0.025
H 2.722413 -0.676076 3.452970  0.476
H 1.666625 -2.015519 2.917398  0.404
P -1.400006 -1.577020 1.221730  0.602
P 2.456574 -0.911379 1.035654  1.782
C -0.127192 -1.835445 -0.033276  -1.081
C 1.238610 -1.602369 -0.129015  0.043
C -2.238578 -3.171461 1.128555  0.155
C -2.619880 -3.914336 -0.001410  -0.249
C -3.568306 -4.936753 0.205050  -0.606
C -4.037849 -5.224230 1.501755  -0.467
C -3.566484 -4.514179 2.624749  -0.598
C -2.616519 -3.525743 2.439313  -0.264
C -2.960307 -0.694644 0.565379  0.660
C -2.667122 0.300191 -0.355275  0.627
C -3.572398 1.338957 -0.635446  0.248
C -4.876316 1.252959 -0.162092  -1.075
C -5.268713 0.099066 0.549788  -0.719
C -4.341288 -0.887326 0.857343  -0.621
C 4.070809 -1.803616 0.947325  0.038
C 4.117912 -3.220984 1.067299  -0.620
C 5.321606 -3.913091 1.226877  -0.561
C 6.571366 -3.255897 1.238290  -0.543
C 6.542077 -1.867088 0.998337  -0.585
C 5.344390 -1.168345 0.848676  -0.208
C 2.929182 0.803243 0.602755  0.582
C 2.813438 1.920024 1.450941  -0.382
C 3.179747 3.187869 0.972364  -0.543
C 3.693977 3.326476 -0.323614  -0.586
C 3.773678 2.218358 -1.187226  -0.592
C 3.422765 0.957290 -0.705423  -0.602
H -0.520613 -2.442757 -0.842901  0.241
H 1.745501 -2.020708 -1.037794  0.538
H -2.208159 -3.728378 -0.999429  0.310
H -3.935503 -5.510228 -0.652222  0.373
H -4.776523 -6.013701 1.646373  0.356
H -3.927785 -4.724742 3.637550  0.377
H -2.177835 -2.970441 3.284730  0.261
H -1.629349 0.270174 -0.837542  -0.753
H -3.314773 2.175281 -1.322569  -0.209
H -5.601506 1.998085 -0.489023  0.410
H -6.331699 -0.032451 0.818170  0.361
H -4.699754 -1.837206 1.224999  0.242
H 3.184612 -3.791293 1.065544  0.399
H 5.327294 -4.984533 1.357545  0.385
H 7.500698 -3.774327 1.413211  0.415
H 7.482545 -1.331442 0.936463  0.386
H 5.386697 -0.089258 0.664339  0.211
H 2.409364 1.798254 2.457652  0.310
H 3.025358 4.069085 1.605977  0.375
H 4.019699 4.300258 -0.671396  0.412
H 4.095766 2.325828 -2.224465  0.386
H 3.498866 0.091799 -1.374602  0.314
C -0.761911 1.747408 3.383190  -1.090
C -1.557736 2.119177 2.106127  3.283
C -2.795622 2.936571 2.518740  -1.801
C -0.721116 2.610783 0.897334  -1.522
H 0.174267 2.324045 3.517723  0.195
H -0.513120 0.677580 3.334433  0.102
H -1.340055 1.859962 4.322505  0.410
H -1.930915 1.159602 1.721712  -1.487
H -2.565489 3.767165 3.206589  0.439
H -3.360676 3.322623 1.670487  0.358
H -3.472703 2.251847 3.064521  0.360
H -0.449781 3.687294 1.022293  0.655
H 0.224127 2.008019 0.824384  -0.264

Force components x, y, z for each atom (eV/Å):
-1.2 1.1 3.9
-1.6 -2.1 -2.4
-1.0 1.1 -0.9
0.3 -0.1 0.1
0.2 -0.9 -0.3
1.9 -1.1 -1.1
1.7 0.7 -0.5
-0.1 -0.3 -0.2
0.3 0.6 0.7
-0.3 0.0 1.0
-0.2 -0.6 -0.6
0.4 0.4 0.7
-0.2 0.4 0.6
0.0 0.7 -0.5
-0.2 0.3 -0.2
-0.6 0.2 0.4
0.2 0.5 0.0
-0.4 0.1 0.4
0.0 0.2 0.1
0.6 -0.2 -0.1
0.0 0.0 0.1
0.1 -0.2 0.7
0.1 -0.3 -0.2
-0.1 -0.1 -0.5
-0.1 0.3 0.1
0.3 0.0 -0.6
-0.7 -0.5 -2.2
-1.9 0.1 0.1
3.0 0.4 0.6
0.5 -0.5 1.0
-0.7 -0.4 1.0
0.4 0.2 0.3
0.1 0.3 0.1
-0.2 -0.6 -0.3
-0.4 -0.1 -0.6
0.3 0.0 -1.4
0.8 0.8 0.0
-0.3 -0.2 -0.7
0.2 -0.4 -0.1
-0.2 0.3 -0.3
0.7 0.3 0.1
1.4 -1.0 -0.2
-0.3 0.6 0.2
0.8 0.4 0.0
-1.8 1.1 -0.4
0.1 -0.7 0.1
-0.9 0.2 0.2
0.4 0.1 0.1
0.0 -0.2 -0.6
0.0 -0.3 -0.1
-0.3 -0.5 0.0
0.1 0.0 0.7
-0.1 0.4 0.0
0.2 0.0 -0.2
-0.3 0.5 1.0
-0.3 0.1 0.4
0.1 0.1 0.4
0.2 0.2 -0.1
0.1 -0.2 -0.5
-0.4 -0.3 -0.5
-1.5 0.0 1.1
-0.3 -0.8 0.9
0.1 -0.1 0.4
0.7 0.0 -0.2
0.1 0.0 0.6
0.2 0.2 0.0
-0.3 -0.1 0.0
0.0 -0.1 -0.1
-0.1 0.1 0.0
0.0 -0.4 0.2
0.1 0.1 -0.3
0.2 -0.4 -0.3
-0.2 0.0 0.0
0.0 0.1 0.4
-0.1 0.3 0.3
0.4 -0.1 0.2
-0.3 -0.7 -0.7
-0.1 -0.3 0.1
0.7 0.4 -1.0
-0.4 -0.1 -0.2
0.1 0.3 0.1
0.1 0.1 -0.5
-0.2 0.3 0.5
0.1 -0.2 -0.3
0.1 0.0 -0.1
0.2 0.4 -0.1
0.1 -0.7 -0.2
-0.4 0.6 0.6

Values from the calculation:
Lowest unoccupied orbital energy (spin up / spin down) (eV): 0.41 / 0.26
Orbital gap (spin up / spin down) (eV): 6.2 / 5.3
Electronic energy (Eh): -3975.38002
Net charge: 0

# 4
C24H30Cl2F5N7OSe3SiY | ωB97M-V/def2-TZVPD

Each line ends with the Mulliken charge.
Positions of all 74 atoms, in Å:
Y -0.488451 0.534162 0.415586  -0.485
Se -3.552521 -0.904981 2.307292  0.086
Se -2.458672 0.995993 3.151841  0.009
C -0.879864 0.110511 3.809991  -0.013
C -0.703658 -0.047488 5.173948  -0.751
C 0.441642 -0.702883 5.606835  -0.360
C 1.333979 -1.181382 4.663333  -1.090
C 1.066319 -0.965837 3.319519  -0.489
N -0.015095 -0.317074 2.896366  0.774
C -3.874202 -0.255717 0.517967  0.060
C -5.069476 -0.667111 -0.055530  -0.904
C -5.370283 -0.236232 -1.336400  -0.415
C -4.499206 0.630388 -1.977916  -0.947
C -3.339631 0.995717 -1.323822  -0.457
N -3.008671 0.533989 -0.109238  0.585
H -1.445318 0.314548 5.871285  0.517
H 0.618215 -0.849949 6.663928  0.416
H 2.226500 -1.717803 4.952756  0.472
H 1.735300 -1.318595 2.545624  0.681
H -5.756512 -1.293281 0.496563  0.483
H -6.288369 -0.552899 -1.813117  0.434
H -4.703675 1.020770 -2.964401  0.499
H -2.623015 1.670073 -1.780206  0.568
C 5.426469 0.717183 0.176769  -1.216
N 4.139300 0.102675 -0.113796  0.240
C 4.095309 -1.030735 -1.029108  -1.111
C 2.977227 0.537022 0.433807  0.047
N 1.848276 -0.076075 0.340148  1.068
N 3.086030 1.736442 1.132415  0.144
C 2.086495 2.509432 1.693017  0.203
N 2.564402 3.578028 2.394030  -0.411
N 0.835649 2.238916 1.581284  0.058
H 6.212417 0.062629 -0.186784  0.376
H 5.586757 0.826922 1.251610  0.426
H 5.545162 1.684601 -0.320496  0.330
H 5.018276 -1.050338 -1.601297  0.412
H 3.273064 -0.917860 -1.736305  0.354
H 3.991171 -1.982300 -0.501137  0.322
H 1.932145 -0.942007 -0.180352  -0.637
H 4.000561 2.151440 1.140423  0.192
H 3.523090 3.861349 2.283566  0.190
H 1.917129 4.332949 2.554534  0.165
H 0.278749 2.939970 2.064412  0.008
C -2.266270 -3.769031 -0.535847  -0.959
Si -0.654303 -3.130970 0.154476  0.317
C -0.330490 -3.906445 1.828383  -1.051
C 0.755152 -3.565570 -1.008323  -0.986
O -0.696683 -1.506938 0.280715  0.739
H -2.256158 -4.854395 -0.658515  0.430
H -2.471127 -3.321305 -1.511781  0.234
H -3.102179 -3.523372 0.125693  0.226
H -0.544623 -4.977858 1.823329  0.455
H -0.960057 -3.446741 2.595242  0.211
H 0.712355 -3.784368 2.133186  0.247
H 0.796735 -4.632330 -1.241332  0.473
H 1.720536 -3.303139 -0.561824  0.116
H 0.655063 -3.024558 -1.953241  0.233
Cl -0.031117 5.606110 1.142461  -0.178
C -1.208878 4.971539 -0.025326  -0.005
Cl -2.123655 3.600873 0.635832  -0.026
H -0.680845 4.613208 -0.903492  -0.124
H -1.910476 5.766353 -0.244239  0.421
F -1.429454 -0.458831 -6.885207  -0.304
C -1.026254 0.123520 -5.759841  0.595
C -0.368926 1.341705 -5.797457  0.202
F -0.137292 1.930798 -6.968352  -0.283
C 0.044708 1.944665 -4.620664  0.369
F 0.670403 3.120202 -4.716968  -0.318
C -0.171869 1.368808 -3.376457  -0.183
Se 0.426627 2.189381 -1.764680  -0.305
C -0.831933 0.150874 -3.382308  0.129
F -1.099346 -0.472846 -2.209290  0.363
C -1.262156 -0.477307 -4.534960  -0.560
F -1.900498 -1.647189 -4.468178  -0.312

Force components x, y, z for each atom (eV/Å):
0.2 -0.5 0.4
0.1 0.3 -0.1
-0.1 -0.1 -0.1
0.0 -0.1 0.0
0.0 -0.1 0.0
0.0 0.0 0.0
0.0 0.0 0.0
0.0 -0.1 0.0
-0.1 0.3 -0.1
-0.1 -0.1 0.0
0.0 0.0 -0.1
0.0 0.0 0.0
0.1 0.0 0.0
0.0 0.0 0.0
0.1 0.1 0.1
0.0 0.0 0.0
0.0 0.0 0.0
0.0 0.0 0.0
0.0 0.0 0.0
0.0 0.0 0.0
0.0 0.0 0.0
0.0 0.0 0.0
0.0 0.0 0.0
0.0 0.0 0.0
0.0 0.0 0.0
0.0 0.0 0.0
0.0 0.0 -0.1
0.0 0.0 0.0
0.0 0.0 0.0
0.0 0.0 -0.1
0.0 0.0 0.0
-0.2 0.0 0.0
0.0 0.0 0.0
0.0 0.0 0.0
0.0 0.0 0.0
0.0 0.0 0.0
0.0 0.0 0.0
0.0 0.0 0.0
-0.1 0.0 0.1
0.0 0.0 0.0
0.0 0.0 0.0
0.0 0.0 0.0
0.1 0.0 0.0
-0.1 0.0 0.0
0.1 0.2 -0.1
0.0 0.0 0.1
0.0 -0.1 0.0
0.0 0.0 0.0
0.0 0.0 0.0
0.0 0.0 0.0
0.0 0.0 0.0
0.0 0.0 0.0
0.0 0.0 0.0
0.0 0.0 0.0
0.0 0.0 0.0
0.0 0.0 0.0
0.0 0.0 0.0
0.0 0.0 0.0
0.0 0.0 0.0
0.0 0.1 0.1
0.0 0.0 0.0
0.0 0.0 0.0
0.0 0.0 0.0
0.0 0.0 0.0
0.0 0.0 0.0
0.0 0.0 0.0
0.0 0.1 -0.1
0.0 0.0 0.0
0.0 0.0 0.1
-0.1 0.1 -0.1
-0.1 0.0 0.0
0.2 0.0 -0.1
0.0 0.0 0.0
0.0 0.0 0.0

Values from the calculation:
Lowest unoccupied orbital energy (eV): -3.13
Orbital gap (eV): 6.8
Electronic energy (Eh): -10343.00211
Net charge: +1

# 5
C3H12O3 | ωB97M-V/def2-TZVPD

Each line ends with the natural charge from an NBO analysis.
Positions of all 18 atoms, in Å:
C -0.673461 -0.104395 -0.306854  -0.243
O -0.873279 1.062246 -1.066971  -0.753
H 0.150881 -0.723421 -0.672216  0.165
H -0.561112 0.156925 0.752121  0.153
H -1.581430 -0.705570 -0.389935  0.174
H -0.084256 1.628050 -1.068260  0.485
C -0.901122 -3.207012 1.830643  -0.258
O -0.021650 -4.250483 2.207116  -0.706
H -0.583221 -2.174080 2.013065  0.160
H -1.141666 -3.268417 0.767624  0.180
H -1.883553 -3.265303 2.317915  0.160
H -0.189846 -4.362125 3.148585  0.464
C 1.316117 3.311329 -1.920622  -0.270
O 1.625671 2.384373 -0.874347  -0.729
H 0.901182 2.745889 -2.755922  0.193
H 0.554988 4.022506 -1.590094  0.174
H 2.183229 3.845253 -2.315996  0.175
H 1.762529 2.904236 -0.075850  0.475

Force components x, y, z for each atom (eV/Å):
-0.2 0.1 0.2
-0.3 0.3 -0.5
0.1 0.1 0.2
0.3 -0.3 0.0
0.0 0.1 0.0
0.0 -0.6 0.4
-1.2 0.5 -0.5
-0.3 0.5 0.3
0.6 -0.2 0.1
0.4 -0.2 0.0
0.1 -0.3 0.2
0.4 -0.3 -0.1
-0.2 0.0 -0.3
0.1 0.4 -0.2
0.0 -0.1 0.1
0.1 0.1 -0.1
0.1 0.0 0.3
0.1 -0.2 0.0

Values from the calculation:
Lowest unoccupied orbital energy (eV): 0.74
SMILES: CO.CO.CO
Orbital gap (eV): 10.6
Electronic energy (Eh): -347.15362
Net charge: 0